Computed, not measured: a cluster of 9 separate species, C55H54Br2N9O21S2 in total, with ωB97M-V with the def2-TZVPD basis set.

Element x y z (Å)
C  -1.41854  9.36386  0.05070
O  -0.91280  8.12402  0.49237
C  -0.45947  7.27475  -0.54394
C  -1.57884  6.73100  -1.44995
C  -1.36560  5.27198  -1.86595
S  -2.24606  3.91553  -1.06900
O  -2.11191  2.84481  -2.05305
O  -1.64023  3.70204  0.24172
N  -3.80513  4.22868  -0.98414
S  -4.55571  5.01725  0.17344
O  -5.42223  4.12639  0.92492
O  -3.72975  5.94979  0.91963
C  -5.65946  6.09821  -0.85546
Br  -7.29875  6.41239  0.12570
C  -5.87738  5.57528  -2.28794
C  -7.26141  5.72565  -2.91136
Br  -4.56364  6.49420  -3.43477
H  -2.45050  9.48814  0.40071
H  -0.80630  10.18170  0.45670
H  -1.41936  9.44264  -1.04517
H  0.28046  7.82050  -1.15654
H  0.05998  6.45400  -0.03829
H  -1.62961  7.31870  -2.37738
H  -2.52744  6.87188  -0.92769
H  -1.62681  5.12051  -2.91810
H  -0.31441  4.97786  -1.73980
H  -5.16155  7.06883  -0.85645
H  -5.54865  4.53690  -2.31792
H  -7.63800  6.74963  -2.83054
H  -7.96027  5.04774  -2.41021
H  -7.21382  5.45442  -3.96933
C  -2.89870  0.48297  0.09550
C  -3.13603  -0.82791  -0.29875
C  -2.60086  -1.88505  0.41940
C  -1.83612  -1.59461  1.53719
C  -1.58364  -0.29512  1.95144
C  -2.11902  0.75041  1.21719
N  -1.28379  -2.70550  2.31469
O  -1.49779  -3.84249  1.93947
O  -0.62554  -2.44342  3.30950
H  -3.31722  1.30632  -0.46759
H  -3.74348  -1.02797  -1.17162
H  -2.77187  -2.91169  0.13162
H  -0.97963  -0.11503  2.82833
H  -1.94012  1.77855  1.49987
C  2.38775  -4.93273  3.97299
C  2.05455  -4.26448  2.80210
C  2.72744  -4.55558  1.62505
C  3.72218  -5.51820  1.65828
C  4.07294  -6.19593  2.81436
C  3.39306  -5.89202  3.98202
N  4.43317  -5.84009  0.41461
O  4.14139  -5.23375  -0.59257
O  5.28510  -6.71437  0.45240
H  1.85205  -4.70214  4.88470
H  1.26754  -3.52365  2.81785
H  2.48754  -4.05269  0.69985
H  4.85578  -6.93882  2.79350
H  3.64851  -6.40731  4.89830
C  4.86456  -9.52333  -1.48015
C  4.64350  -10.82277  -1.91941
C  3.91259  -11.05195  -3.07455
C  3.41801  -9.95962  -3.76570
C  3.62018  -8.65676  -3.34665
C  4.35265  -8.44355  -2.18775
N  2.64956  -10.19798  -5.00294
O  2.46785  -11.35022  -5.34037
O  2.24700  -9.23012  -5.61218
H  5.43756  -9.34488  -0.57881
H  5.04115  -11.66136  -1.36326
H  3.72488  -12.05062  -3.43947
H  3.21213  -7.83475  -3.91587
H  4.53226  -7.43352  -1.84367
C  9.30627  -7.93260  -0.83103
C  10.56206  -8.36737  -0.42497
C  10.82183  -8.59044  0.91839
C  9.80225  -8.36586  1.82732
C  8.54515  -7.92840  1.44811
C  8.29985  -7.71144  0.10123
N  10.06603  -8.59693  3.25739
O  11.18487  -8.95095  3.57951
O  9.16026  -8.40172  4.04062
H  9.10842  -7.76435  -1.88177
H  11.34305  -8.53505  -1.15446
H  11.78862  -8.92733  1.26160
H  7.77935  -7.76161  2.19111
H  7.32112  -7.37526  -0.20954
C  -6.93927  10.67721  4.39289
C  -7.12238  9.30487  4.28633
C  -8.00361  8.79011  3.34776
C  -8.68172  9.67649  2.53076
C  -8.51364  11.04687  2.61205
C  -7.63362  11.54566  3.55982
N  -9.59816  9.13187  1.50959
O  -9.76171  7.93218  1.49698
O  -10.11499  9.91389  0.73858
H  -6.24436  11.07190  5.12290
H  -6.57065  8.62913  4.92567
H  -8.15230  7.72673  3.23267
H  -9.05944  11.69678  1.94438
H  -7.48466  12.61421  3.64124
C  -5.80104  -0.58358  2.94320
C  -6.15581  0.70577  2.56956
C  -6.83336  0.92591  1.37995
C  -7.13532  -0.16849  0.58853
C  -6.77798  -1.46106  0.92826
C  -6.10733  -1.66344  2.12409
N  -7.86676  0.05970  -0.67452
O  -8.21040  1.19572  -0.90944
O  -8.06898  -0.89571  -1.39742
H  -5.26852  -0.74726  3.87140
H  -5.89599  1.54899  3.19501
H  -7.10229  1.92240  1.06015
H  -7.02734  -2.28012  0.27004
H  -5.81755  -2.66529  2.41236
C  11.71088  -5.19089  5.78011
C  11.78977  -3.82864  6.04052
C  11.42463  -2.91009  5.06810
C  10.98368  -3.38802  3.84721
C  10.89451  -4.73883  3.56357
C  11.26569  -5.64473  4.54531
N  10.59400  -2.41795  2.80487
O  10.70288  -1.23827  3.06558
O  10.19014  -2.85864  1.74953
H  11.99387  -5.90471  6.54272
H  12.13564  -3.47714  7.00347
H  11.47793  -1.84589  5.24288
H  10.54472  -5.06400  2.59415
H  11.21484  -6.70530  4.34629
C  -1.84279  4.16851  -8.04742
C  -2.59219  3.56160  -7.04811
C  -3.87654  4.00589  -6.77363
C  -4.37870  5.05876  -7.51728
C  -3.65120  5.68547  -8.51260
C  -2.36950  5.22780  -8.77626
N  -5.74168  5.54238  -7.21960
O  -6.34876  4.96826  -6.34409
O  -6.15989  6.48876  -7.85465
H  -0.84021  3.81766  -8.25568
H  -2.17714  2.74494  -6.47307
H  -4.47506  3.56208  -5.99208
H  -4.08475  6.51021  -9.05842
H  -1.78054  5.70314  -9.54950

The calculation puts the energy at -10144.8332 Ha. Its largest force on an atom is 0.75 eV Å⁻¹. The HOMO-LUMO gap is 6.95 eV. Its total charge is -1.

=====

Computed, not measured: a structure of composition C55H55As3CdI2N4, with ωB97M-V with the def2-TZVPD basis set.

Element x y z (Å)
Cd  0.40537  0.48808  0.80506
C  7.90367  1.62200  -1.13569
C  7.45897  2.25332  0.01930
C  6.14820  2.08443  0.44698
C  5.26230  1.27815  -0.26978
C  5.72161  0.64803  -1.42637
C  7.03061  0.82000  -1.85858
C  3.85533  1.06834  0.20089
C  3.02364  2.21690  0.28361
C  3.42263  3.56619  -0.04264
C  2.38596  4.38188  0.27953
C  1.32188  3.54021  0.78792
N  1.74553  2.23941  0.74811
C  0.08862  4.00449  1.32258
C  -0.97786  3.21086  1.79002
C  -2.13999  3.70677  2.50291
C  -2.87147  2.62973  2.87777
C  -2.16255  1.44849  2.42050
C  -2.51997  0.11450  2.75373
C  -3.83933  -0.07349  3.43649
C  -3.89327  -0.44623  4.77925
C  -5.11360  -0.58633  5.42784
C  -6.30031  -0.35902  4.73888
C  -6.25626  0.00664  3.39967
C  -5.03319  0.14925  2.75558
C  -1.72284  -1.03445  2.59734
N  -0.46967  -1.07523  2.07012
C  0.01453  -2.33937  2.20233
C  1.32183  -2.76585  1.89925
C  1.65747  -4.18887  2.23676
C  1.67570  -4.61275  3.56641
C  2.01983  -5.91999  3.89156
C  2.34893  -6.82527  2.88966
C  2.32476  -6.41688  1.56230
C  1.98158  -5.10846  1.24031
C  2.36921  -1.96785  1.37292
C  3.75394  -2.38525  1.25262
C  4.44937  -1.33297  0.75823
C  3.50863  -0.24191  0.58110
N  2.26820  -0.67870  0.95097
C  -1.02752  -3.17475  2.77818
C  -2.09298  -2.37520  3.01772
N  -1.05423  1.84463  1.73980
C  -0.04708  5.49026  1.45433
C  -1.02908  6.19096  0.75504
C  -1.16095  7.56632  0.90493
C  -0.31289  8.25904  1.75963
C  0.67356  7.57123  2.45713
C  0.80781  6.19761  2.30153
H  8.92729  1.75302  -1.46867
H  8.13640  2.87525  0.59381
H  5.80452  2.56661  1.35544
H  5.04036  0.02201  -1.99282
H  7.36757  0.32750  -2.76378
H  4.36673  3.85314  -0.48106
H  2.32575  5.45522  0.16407
H  -2.34297  4.74443  2.72445
H  -3.78440  2.62664  3.45601
H  -2.96691  -0.61582  5.31696
H  -5.13840  -0.86906  6.47454
H  -7.25278  -0.46202  5.24508
H  -7.17750  0.17841  2.85222
H  -5.00271  0.43877  1.70979
H  1.42811  -3.90308  4.34869
H  2.03438  -6.23057  4.93072
H  2.62471  -7.84419  3.14322
H  2.57137  -7.11798  0.77219
H  1.95309  -4.79401  0.20128
H  4.14578  -3.35056  1.53312
H  5.51311  -1.27857  0.57870
H  -0.94905  -4.23747  2.95524
H  -3.05101  -2.65643  3.43200
H  -1.68294  5.64940  0.07981
H  -1.92675  8.09839  0.35132
H  -0.41762  9.33258  1.87658
H  1.33732  8.10508  3.12843
H  1.57264  5.65697  2.84854
C  -2.35209  -1.82472  -0.59196
As  -1.31983  -0.36208  -1.38463
C  -2.76799  0.95536  -1.34654
C  -1.57828  -0.75428  -3.29148
C  -0.94654  -1.92080  -4.05520
C  -1.14530  -3.26551  -3.34174
C  0.54500  -1.69507  -4.38967
As  2.11112  -1.58055  -3.18309
C  1.57552  -2.53142  -1.55476
C  1.88350  0.27242  -2.55660
C  -1.64340  -1.96472  -5.43937
As  -3.59508  -2.14479  -5.78352
C  -4.46165  -2.73975  -4.12089
C  -4.08747  -0.24978  -5.62537
H  -3.11058  -2.17384  -1.29210
H  -2.83821  -1.43361  0.30162
H  -1.71643  -2.65872  -0.29370
H  -3.72623  0.43860  -1.40733
H  -2.68204  1.64917  -2.18137
H  -2.71800  1.51932  -0.41420
H  -1.33598  0.17929  -3.80323
H  -2.65939  -0.85723  -3.32788
H  -0.79336  -3.23065  -2.31180
H  -0.59717  -4.05739  -3.86184
H  -2.19995  -3.54355  -3.32391
H  0.63247  -0.76188  -4.95611
H  0.83514  -2.48468  -5.08413
H  1.39137  -3.58209  -1.78427
H  0.69998  -2.09872  -1.07153
H  2.41507  -2.46909  -0.86001
H  2.80663  0.82817  -2.71604
H  1.63955  0.30310  -1.49832
H  1.08771  0.75875  -3.12384
H  -1.20613  -2.78064  -6.01528
H  -1.40074  -1.04893  -5.98932
H  -4.27540  -3.79888  -3.94772
H  -5.53174  -2.61071  -4.28984
H  -4.18144  -2.17079  -3.23513
H  -3.52411  0.32608  -6.36224
H  -3.88683  0.15700  -4.63111
H  -5.14907  -0.13950  -5.84707
I  0.17977  3.35136  -2.06392
I  -0.75313  3.18317  -4.59324

The calculation puts the energy at -9818.3369 Ha. Its largest force on an atom is 0.49 eV Å⁻¹. As for the energy above the lowest of the compared OMol25 structures with the same formula, charge and spin: 15.0 kcal per mole. The HOMO-LUMO gap (alpha / beta) is 5.18 / 5.18 eV.

=====

Computed, not measured: a structure of composition C55H55AsCsF5O3P2S5 in a non-equilibrium geometry, with ωB97M-V with the def2-TZVPD basis set.

Element x y z (Å)
Cs  -0.20562  0.31334  -0.65028
C  -0.99501  -3.44963  -2.57423
C  0.37276  -3.49422  -3.25395
S  1.57830  -2.33753  -2.55365
C  2.98699  -3.41586  -2.20030
C  2.76603  -4.62742  -1.30110
S  2.09058  -4.22554  0.33269
C  0.74136  -5.41874  0.45562
C  -0.35467  -5.32282  -0.59891
S  -1.04451  -3.66149  -0.77851
H  -1.45136  -2.47566  -2.76220
H  -1.65112  -4.18701  -3.04709
H  0.78840  -4.49866  -3.21903
H  0.21588  -3.23359  -4.30456
H  3.43113  -3.75916  -3.14085
H  3.71128  -2.74899  -1.73167
H  2.10256  -5.34261  -1.78517
H  3.72952  -5.13214  -1.18466
H  1.12685  -6.44454  0.46586
H  0.31496  -5.23579  1.44713
H  0.01640  -5.63851  -1.57323
H  -1.15349  -6.01916  -0.32388
C  -2.17004  1.10976  6.01994
C  -1.57369  -0.13186  6.16403
C  -1.23319  -0.88022  5.04488
C  -1.48496  -0.38875  3.77245
C  -2.05438  0.87281  3.63036
C  -2.40570  1.61235  4.74791
As  -1.01176  -1.34207  2.11270
C  -0.94081  -3.14878  2.84700
C  0.13681  -3.73471  3.49341
C  0.03198  -5.04442  3.94378
C  -1.13066  -5.77147  3.72213
C  -2.20413  -5.19137  3.06771
C  -2.12171  -3.86878  2.64101
C  -3.19199  -3.12062  1.95986
C  -4.43675  -3.62710  1.61127
C  -5.33330  -2.82524  0.92316
C  -4.98939  -1.52662  0.57476
C  -3.74702  -1.01161  0.92126
C  -2.85878  -1.80495  1.62793
H  -2.43391  1.69182  6.89412
H  -1.36690  -0.52577  7.15134
H  -0.77098  -1.85172  5.17348
H  -2.19592  1.29652  2.64484
H  -2.84647  2.59208  4.62006
H  1.04315  -3.16603  3.60906
H  0.87037  -5.50327  4.45064
H  -1.20003  -6.79879  4.05778
H  -3.10519  -5.76567  2.89651
H  -4.70427  -4.64757  1.85740
H  -6.30161  -3.22135  0.64209
H  -5.68292  -0.91328  0.01411
H  -3.47247  -0.01038  0.61190
O  -2.47070  1.65510  -0.66546
C  -1.88527  2.55768  -0.03689
O  -1.01582  2.39703  0.85016
C  -2.24924  3.99356  -0.38072
C  -1.39642  5.04353  -0.06896
C  -1.75715  6.34907  -0.35962
C  -2.99039  6.61777  -0.93582
C  -3.85134  5.57373  -1.23821
C  -3.47428  4.26559  -0.97561
H  -0.45765  4.82094  0.41197
H  -1.07670  7.16004  -0.13167
H  -3.27845  7.64060  -1.15063
H  -4.81620  5.77831  -1.69046
H  -4.10910  3.43208  -1.23737
C  4.62482  1.37961  4.08650
C  4.06950  2.55830  3.29493
P  2.76346  1.99347  2.10947
C  2.12345  3.57998  1.38252
C  2.25652  4.88454  2.15840
C  1.40575  1.48726  3.24700
C  0.97809  2.39720  4.38731
H  5.42448  1.68913  4.76325
H  5.01865  0.60629  3.42223
H  3.84746  0.91123  4.68770
H  4.86417  3.01659  2.69642
H  3.69998  3.33400  3.97244
H  1.06986  3.37072  1.16727
H  2.61011  3.69168  0.40565
H  1.77300  4.83535  3.13062
H  1.80034  5.70878  1.60576
H  3.30127  5.14760  2.32711
H  1.67612  0.49241  3.61087
H  0.55117  1.30669  2.58410
H  1.81823  2.68616  5.02038
H  0.24902  1.89026  5.01770
H  0.50680  3.30539  4.01720
F  7.35152  -1.90576  3.04608
C  6.00428  -1.77100  2.87705
C  5.45574  -1.60773  1.60860
F  6.28378  -1.59090  0.53143
C  4.09605  -1.47232  1.43263
F  3.63427  -1.32834  0.16825
C  3.15860  -1.50855  2.50843
O  1.92011  -1.37489  2.34785
C  3.77995  -1.66918  3.78077
F  2.99108  -1.68703  4.89579
C  5.14110  -1.80092  3.96139
F  5.64738  -1.95616  5.21695
S  -1.59976  -0.94963  -5.05180
P  -0.60826  0.77351  -5.06825
S  0.63661  1.25440  -3.59753
C  -1.83136  2.12341  -5.30248
C  -2.63597  2.11749  -6.44017
C  -3.56692  3.11589  -6.64714
C  -3.70970  4.13420  -5.71197
C  -2.92051  4.14059  -4.57534
C  -1.98314  3.13734  -4.37116
C  0.31648  0.91483  -6.65069
C  0.96986  2.10766  -6.94729
C  1.66091  2.25191  -8.13446
C  1.71739  1.19719  -9.03847
C  1.07840  0.00578  -8.74344
C  0.37561  -0.13233  -7.55490
H  -2.53298  1.31265  -7.15886
H  -4.18468  3.10235  -7.53712
H  -4.44045  4.91684  -5.87003
H  -3.02992  4.92158  -3.83694
H  -1.35987  3.13635  -3.48711
H  0.94268  2.91765  -6.22885
H  2.16193  3.18548  -8.35578
H  2.26356  1.30653  -9.96633
H  1.12309  -0.82155  -9.43922
H  -0.14092  -1.05218  -7.31240

The calculation puts the energy at -7783.6431 Ha. Its largest force on an atom is 2.26 eV Å⁻¹. As for the energy above the lowest of the compared OMol25 structures with the same formula, charge and spin: 27.9 kcal per mole. The HOMO-LUMO gap is 6.14 eV. Its total charge is -2.